Record 1
A 10-piece molecular cluster, C30H85N5O10 overall, computed with ωB97M-V/def2-TZVPD.

Positions of all 130 atoms, in Å:
C 12.6250 6.9039 14.0072
O 14.0308 6.7308 13.6659
C 14.7751 7.7929 14.1413
C 16.2178 7.4567 14.4628
C 16.2444 6.4417 15.5721
N 17.0056 8.6504 14.7448
H 12.1930 7.6966 13.4137
H 12.4725 7.1988 15.0473
H 12.1291 5.9851 13.7200
H 14.8098 8.6523 13.4342
H 14.3252 8.1510 15.1128
H 16.6737 6.8881 13.6904
H 17.2916 6.1071 15.7048
H 15.7125 5.5719 15.1637
H 15.7890 6.7475 16.5240
H 17.4664 9.0405 13.9461
H 17.5850 8.4149 15.5468
C 14.2964 -5.0970 15.8542
O 13.4159 -4.0220 15.6529
C 13.9422 -3.0103 14.8780
C 13.0412 -1.7851 15.0709
C 11.6389 -2.1176 14.4464
N 13.4150 -0.5186 14.3783
H 14.4914 -5.6549 14.9139
H 13.8712 -5.6922 16.6737
H 15.2681 -4.6766 16.2087
H 14.9865 -2.7913 15.2232
H 14.0315 -3.2807 13.8097
H 12.9328 -1.6157 16.1368
H 11.7755 -2.3197 13.3439
H 10.9475 -1.2965 14.6120
H 11.2782 -3.0900 14.7958
H 13.1991 -0.5298 13.3941
H 14.3567 -0.1306 14.4920
C 15.8253 0.0056 16.7509
O 15.5140 1.2853 16.3235
C 14.3681 1.8271 16.8090
C 14.1044 3.2769 16.4694
C 12.9148 3.8896 17.2739
N 13.8008 3.4243 15.0665
H 15.6405 -0.0881 17.8118
H 16.8891 -0.1865 16.5142
H 15.1572 -0.7029 16.3218
H 13.5816 1.3217 16.3660
H 14.3162 1.6943 17.8668
H 14.9626 3.9242 16.7496
H 11.9023 3.6645 16.8329
H 12.9934 4.9533 17.2216
H 12.8980 3.6497 18.3588
H 14.6065 3.0592 14.5781
H 14.0447 4.4275 14.9991
C 20.9703 0.3166 13.8824
O 20.6708 0.7967 12.5752
C 19.3948 0.5809 12.1480
C 18.3465 1.3667 13.0939
C 16.9489 1.3045 12.5334
N 18.7733 2.7695 13.1351
H 20.7121 -0.7649 14.0053
H 20.4476 0.8518 14.7018
H 22.0386 0.3994 13.9816
H 19.2595 0.9095 11.1385
H 19.1839 -0.5066 12.2524
H 18.3462 0.8153 14.0582
H 16.6257 0.2911 12.3808
H 16.8684 1.8651 11.5511
H 16.2103 1.7852 13.2403
H 19.6168 2.9072 13.7039
H 18.1497 3.3020 13.7254
C 18.0265 -3.1449 16.1498
O 17.8213 -3.6604 14.8475
C 18.6801 -2.9195 13.9438
C 18.7526 -3.6712 12.6224
C 17.3742 -3.8293 11.9976
N 19.4535 -4.8803 12.6761
H 18.0099 -2.0375 16.1129
H 18.9829 -3.4227 16.5292
H 17.2063 -3.6012 16.7590
H 18.2419 -1.9398 13.8089
H 19.6321 -2.8124 14.3889
H 19.2726 -3.0109 11.9305
H 17.5086 -4.3466 10.9960
H 16.9282 -2.8688 11.8453
H 16.6775 -4.4136 12.5947
H 19.0787 -5.5085 13.4164
H 20.4177 -4.6423 12.8239
C 15.2477 4.0848 20.8377
C 15.2672 2.6147 21.0144
O 16.5515 2.1135 20.4271
H 14.2153 4.3892 20.8522
H 15.5865 4.2795 19.8680
H 15.8170 4.7189 21.5625
H 14.3689 2.2226 20.4765
H 15.1101 2.2627 22.0511
H 16.6195 1.2174 20.7486
C 16.6516 5.3070 11.0694
C 15.3928 4.5102 11.2702
O 15.1010 4.1879 12.6233
H 16.4361 6.3726 11.1594
H 17.0120 5.1739 10.0284
H 17.4520 5.0387 11.7728
H 15.4779 3.5646 10.7352
H 14.5629 5.0597 10.7605
H 14.6845 4.9368 13.1178
C 11.4028 -0.0617 18.9818
C 10.6719 0.0247 17.6667
O 9.6055 0.9667 17.8375
H 10.6828 -0.6273 19.6747
H 11.5248 0.9527 19.3051
H 12.3701 -0.5489 18.9622
H 10.3057 -0.9032 17.2894
H 11.4197 0.4706 16.9591
H 9.9231 1.8319 18.0822
C 9.9433 2.5863 13.9315
C 10.9728 3.0158 12.8780
O 11.7896 4.1167 13.2950
H 10.4507 2.1760 14.8315
H 9.4215 1.7835 13.4437
H 9.2113 3.3891 14.1521
H 10.5092 3.3726 11.9564
H 11.5461 2.1176 12.6857
H 12.4457 3.7347 13.9531
C 19.4770 3.6329 18.4294
C 18.7575 2.4276 17.9244
O 17.7353 2.9187 16.9806
H 20.0224 4.1787 17.6529
H 20.1278 3.3379 19.2475
H 18.7983 4.3548 18.8875
H 18.3594 1.9381 18.7590
H 19.4743 1.7303 17.4488
H 16.9145 2.3993 16.9641

Output
Energy, eV: -60408.4962
Structure (SMILES): COC[C@H](C)N.COC[C@H](C)N.COC[C@H](C)N.COC[C@H](C)N.COC[C@H](C)N.CCO.CCO.CCO.CCO.CCO

Mulliken atomic charge list, values in e, 99 entries:
1 C -0.776
2 O -0.156
3 C -0.807
4 C 0.977
5 C -0.925
6 N -0.675
7 H 0.333
8 H 0.454
9 H 0.186
10 H 0.214
11 H 0.369
12 H -0.070
13 H 0.412
14 H -0.208
15 H 0.401
16 H 0.253
17 H 0.260
18 C -0.315
19 O -0.368
20 C 0.142
21 C 0.619
22 C -1.831
23 N 0.109
24 H 0.240
25 H 0.311
26 H -0.079
27 H -0.302
28 H 0.283
29 H -0.020
30 H 0.445
31 H 0.368
32 H 0.387
33 H 0.297
34 H -0.319
35 C -0.537
36 O 0.964
37 C -1.755
38 C 1.947
39 C -1.629
40 N 0.138
41 H 0.378
42 H -0.310
43 H -0.089
44 H 0.457
45 H 0.222
46 H -0.229
47 H 0.160
48 H 0.505
49 H 0.244
50 H -0.049
51 H -0.702
52 C -0.089
53 O -0.442
54 C -0.257
55 C 0.864
56 C -0.510
57 N -0.554
58 H -0.059
59 H 0.019
60 H 0.347
61 H 0.497
62 H -0.215
63 H -0.240
64 H 0.229
65 H 0.204
66 H -0.247
67 H 0.310
68 H 0.134
69 C -0.530
70 O -0.341
71 C -0.415
72 C 0.231
73 C -1.281
74 N -0.659
75 H 0.092
76 H 0.430
77 H 0.151
78 H 0.092
79 H 0.590
80 H 0.262
81 H 0.358
82 H 0.304
83 H 0.212
84 H 0.295
85 H 0.291
86 C -1.097
87 C 0.183
88 O -0.450
89 H 0.388
90 H 0.175
91 H 0.312
92 H -0.121
93 H 0.366
94 H 0.253
95 C -1.165
96 C -0.371
97 O 0.076
98 H 0.323
99 H 0.378



Record 2
A 10-piece molecular cluster, C30H85N5O15 overall, computed with ωB97M-V/def2-TZVPD.

Positions of all 135 atoms, in Å:
C -6.5080 -5.3004 -2.8041
O -5.8857 -4.2559 -2.0298
C -4.5033 -4.1978 -2.3392
C -4.0308 -2.7738 -1.9369
C -4.7427 -1.6341 -2.6356
N -2.5835 -2.5889 -2.2176
H -5.9520 -6.2211 -2.9810
H -6.6118 -4.8990 -3.8121
H -7.5029 -5.6021 -2.4766
H -3.9594 -4.8972 -1.7043
H -4.2075 -4.4575 -3.3556
H -4.0597 -2.6282 -0.8570
H -5.7498 -1.5958 -2.2204
H -4.9162 -1.7240 -3.7079
H -4.2813 -0.6487 -2.5711
H -2.2938 -1.7168 -1.7985
H -2.2723 -3.2396 -1.5106
C 6.2468 -2.4578 2.3037
O 5.7315 -1.4334 1.4810
C 4.4616 -0.9541 2.0047
C 3.3330 -2.0332 1.9523
C 3.1929 -2.6436 0.5450
N 2.1295 -1.3945 2.3116
H 6.5109 -2.1511 3.3158
H 7.1782 -2.7333 1.8090
H 5.5861 -3.3247 2.3086
H 4.5739 -0.5913 3.0263
H 4.2023 -0.0412 1.4685
H 3.5953 -2.8636 2.6077
H 4.1003 -3.0960 0.1448
H 2.7946 -1.9616 -0.2062
H 2.5225 -3.4987 0.4586
H 1.9265 -1.1455 3.2691
H 1.4457 -2.1378 2.3092
C 2.1128 -6.1848 -2.4334
O 2.8604 -4.9857 -2.7531
C 2.1156 -3.7786 -2.7752
C 2.7914 -2.5645 -3.4207
C 1.9380 -1.3125 -3.5157
N 3.1591 -2.8163 -4.7770
H 2.8358 -6.9490 -2.1482
H 1.5878 -6.4765 -3.3430
H 1.5036 -5.9677 -1.5559
H 1.2633 -3.9960 -3.4189
H 1.8092 -3.4738 -1.7746
H 3.7064 -2.4140 -2.8477
H 2.4036 -0.3811 -3.8380
H 1.5624 -1.0121 -2.5375
H 1.0391 -1.4981 -4.1037
H 3.4531 -3.7816 -4.7331
H 2.2876 -2.7941 -5.2870
C 5.7742 0.1776 -1.3821
O 5.1578 1.1893 -2.0998
C 4.1417 1.7884 -1.3675
C 3.0995 2.4314 -2.3629
C 3.7945 3.4875 -3.1882
N 2.0143 3.0628 -1.5982
H 6.5513 -0.2919 -1.9852
H 5.0588 -0.5036 -0.9213
H 6.3400 0.5255 -0.5179
H 3.6304 1.1260 -0.6690
H 4.5973 2.6023 -0.8034
H 2.6822 1.6091 -2.9441
H 4.0463 4.3241 -2.5365
H 3.1682 3.9045 -3.9768
H 4.6799 3.0959 -3.6891
H 1.6133 2.2874 -1.0904
H 1.2646 3.1975 -2.2614
C -0.7570 2.5471 4.6399
O -1.2806 1.2499 4.7971
C -2.6749 1.2201 5.0117
C -3.2170 -0.2424 5.2598
C -2.8254 -1.0593 4.0226
N -4.6408 -0.2979 5.4107
H -0.7591 3.0314 5.6164
H -1.3948 3.1389 3.9832
H 0.2167 2.5086 4.1516
H -2.9664 1.7855 5.8968
H -3.1889 1.6760 4.1655
H -2.7524 -0.7621 6.0977
H -3.3332 -2.0238 4.0250
H -1.7676 -1.2439 3.8353
H -3.1515 -0.5198 3.1334
H -4.6999 -1.2965 5.2719
H -4.8894 -0.0675 6.3621
O -6.3295 0.3876 -0.1140
C -5.7034 0.4013 1.1755
C -4.8270 1.6822 1.3493
O -3.7242 1.4908 0.5191
H -7.0393 -0.2586 -0.1288
H -6.4277 0.3281 1.9868
H -4.9722 -0.4034 1.2524
H -4.4918 1.6208 2.3847
H -5.2755 2.6390 1.0820
H -3.5641 2.3775 0.1879
O -1.8036 -0.6503 0.0278
C -0.7783 -0.2249 0.9266
C 0.1516 0.7092 0.2534
O 1.2518 1.0403 1.0043
H -2.5874 -0.0960 0.0345
H -1.2387 0.2258 1.8058
H -0.3040 -1.0505 1.4573
H -0.4722 1.5562 -0.0321
H 0.4062 0.1994 -0.6758
H 1.6867 0.2910 1.4178
O -2.9626 4.1869 -0.4858
C -1.6844 4.7369 -0.2382
C -1.3174 4.5944 1.2687
O -2.0723 5.4267 2.0480
H -3.1271 4.2168 -1.4311
H -0.9808 4.2556 -0.9175
H -1.6914 5.7879 -0.5269
H -0.2835 4.8953 1.4377
H -1.3529 3.5729 1.6474
H -2.9021 4.9621 2.1794
O -3.0796 1.9852 -4.0393
C -2.0348 1.1470 -3.6844
C -0.6259 1.6934 -4.0890
O -0.3406 2.6756 -3.1699
H -3.7163 1.9592 -3.3213
H -2.1591 0.8395 -2.6461
H -2.2094 0.2252 -4.2392
H -0.7254 2.0877 -5.1003
H 0.1047 0.8850 -4.0607
H -0.5770 3.5460 -3.4986
O 2.6588 3.3542 4.5189
C 3.0976 3.0199 3.1610
C 4.4797 3.5110 2.9094
O 5.4878 2.9681 3.6944
H 2.5438 4.3070 4.4966
H 2.9185 1.9672 2.9423
H 2.4887 3.5841 2.4546
H 4.4913 4.5926 3.0445
H 4.8717 3.2692 1.9215
H 5.3098 3.0527 4.6339

Output
Energy, eV: -70643.8795
Structure (SMILES): COC[C@H](C)N.COC[C@H](C)N.COC[C@H](C)N.COC[C@H](C)N.COC[C@H](C)N.OCCO.OCCO.OCCO.OCCO.OCCO

Mulliken atomic charge list, values in e, 99 entries:
1 C -0.847
2 O -0.303
3 C -0.783
4 C 0.807
5 C -1.272
6 N -0.718
7 H 0.327
8 H 0.350
9 H 0.256
10 H 0.352
11 H 0.423
12 H 0.167
13 H 0.309
14 H 0.317
15 H 0.182
16 H 0.109
17 H 0.311
18 C -0.814
19 O -0.312
20 C -0.357
21 C 0.225
22 C -1.483
23 N -0.512
24 H 0.290
25 H 0.288
26 H 0.312
27 H 0.545
28 H -0.325
29 H 0.414
30 H 0.456
31 H -0.006
32 H 0.790
33 H 0.202
34 H 0.278
35 C -0.743
36 O -0.412
37 C -0.622
38 C 0.569
39 C -0.860
40 N -0.740
41 H 0.258
42 H 0.295
43 H 0.305
44 H 0.463
45 H 0.139
46 H 0.124
47 H 0.319
48 H -0.351
49 H 0.570
50 H 0.308
51 H 0.336
52 C -0.324
53 O -0.419
54 C 0.062
55 C 1.671
56 C -1.643
57 N -0.664
58 H 0.400
59 H -0.177
60 H 0.320
61 H -0.130
62 H 0.120
63 H -0.774
64 H 0.370
65 H 0.422
66 H 0.320
67 H -0.199
68 H 0.604
69 C -0.383
70 O -0.329
71 C -0.270
72 C 0.462
73 C -1.247
74 N -0.650
75 H 0.398
76 H 0.207
77 H -0.076
78 H 0.412
79 H -0.118
80 H 0.379
81 H 0.471
82 H 0.214
83 H 0.088
84 H 0.274
85 H 0.256
86 O -0.565
87 C -0.655
88 C -0.151
89 O 0.189
90 H 0.301
91 H 0.515
92 H 0.131
93 H -0.180
94 H 0.559
95 H -0.054
96 O 0.014
97 C -0.276
98 C 1.340
99 O 0.577



Energy above the lowest of the compared OMol25 structures with the same formula, charge and spin
In order: 2.897, 1.916
Unit: eV